Entry from OMol25: 15 unconnected molecules or ions with the total composition C93H217N11O21 in a non-equilibrium geometry (ωB97M-V/def2-TZVPD).

Positions of all 342 atoms, in Å:
C  0.4842  -4.2070  -5.1643
C  0.2547  -4.8746  -3.8244
C  -0.1398  -6.3254  -3.9277
O  1.4421  -4.7740  -3.0951
H  0.5915  -3.1230  -5.1236
H  -0.3314  -4.4204  -5.8552
H  1.3485  -4.6227  -5.6823
H  -0.4394  -4.2323  -3.2824
H  -0.2469  -6.7258  -2.9195
H  0.5083  -6.9962  -4.4916
H  -1.1360  -6.4359  -4.3558
H  2.1378  -5.3243  -3.4622
C  4.8737  0.1105  -5.5550
C  3.7148  -0.3031  -4.6739
C  2.8805  -1.4396  -5.4204
O  4.2904  -0.8146  -3.5479
H  5.4390  0.9041  -5.0664
H  4.4486  0.5752  -6.4446
H  5.4665  -0.7613  -5.8318
H  2.9909  0.4601  -4.3884
H  1.9261  -1.6161  -4.9244
H  3.4270  -2.3371  -5.7100
H  2.5352  -0.9627  -6.3378
H  4.2852  -1.7744  -3.5639
C  5.3579  0.2117  7.7738
C  5.5825  0.6145  6.3047
C  5.3477  -0.5055  5.2782
O  4.6974  1.7039  6.0911
H  5.8234  -0.7676  7.8851
H  4.2849  0.1188  7.9415
H  5.7690  0.9551  8.4567
H  6.5733  1.0517  6.1805
H  4.4925  -1.1291  5.5386
H  6.2624  -1.0877  5.1667
H  5.2309  0.0278  4.3348
H  3.7911  1.4205  5.9500
C  1.8124  -5.4788  2.7338
C  1.3781  -4.2647  3.6691
C  1.7324  -4.4834  5.1715
O  2.0132  -3.0940  3.2969
H  1.3878  -5.2974  1.7464
H  1.2981  -6.3688  3.0964
H  2.8930  -5.6104  2.6771
H  0.2947  -4.1784  3.5871
H  1.5247  -3.5335  5.6641
H  2.8188  -4.4987  5.2588
H  1.2798  -5.3312  5.6857
H  2.7231  -3.2342  2.6660
C  -2.9288  -0.7719  4.2916
O  -4.2543  -0.3368  4.7355
C  -4.8264  -1.2676  5.5986
C  -6.1385  -0.8205  6.2199
N  -7.4283  -0.9746  5.4975
C  -7.3348  0.0851  4.4708
C  -8.4025  -0.1226  3.4193
O  -8.3402  -1.3907  2.7250
C  -9.5710  -1.7213  2.1244
H  -2.5848  -0.3191  3.3617
H  -2.7913  -1.8314  4.0758
H  -2.2235  -0.5319  5.0873
H  -4.1100  -1.4363  6.4026
H  -4.9069  -2.2098  5.0565
H  -5.9162  0.1350  6.6950
H  -6.3205  -1.5605  6.9993
H  -7.6229  -1.8461  5.0256
H  -6.3431  0.1152  4.0195
H  -7.3904  1.0862  4.8985
H  -8.2308  0.6973  2.7218
H  -9.3921  0.1127  3.8108
H  -9.4294  -2.7084  1.6844
H  -9.7682  -1.0744  1.2696
H  -10.5220  -1.6093  2.6451
C  -3.2820  -4.8919  -3.8812
O  -2.9719  -3.6171  -4.2400
C  -3.8624  -2.7554  -3.5147
C  -3.2331  -1.3459  -3.5548
N  -2.6988  -1.0618  -4.9312
C  -1.4945  -0.2769  -4.9885
C  -1.1396  0.1015  -6.4135
O  0.0961  0.7887  -6.3754
C  0.5490  0.9383  -7.6666
H  -2.9125  -5.1210  -2.8816
H  -2.8597  -5.5774  -4.6159
H  -4.3581  -5.0131  -4.0051
H  -4.0402  -3.1633  -2.5196
H  -4.8168  -2.5249  -3.9880
H  -2.3502  -1.3828  -2.9167
H  -3.9272  -0.5321  -3.3449
H  -2.4932  -1.9612  -5.3421
H  -0.6835  -0.8243  -4.5083
H  -1.5972  0.6110  -4.3646
H  -1.9727  0.5880  -6.9209
H  -0.9009  -0.7771  -7.0128
H  1.4145  1.5899  -7.5470
H  -0.2325  1.3490  -8.3058
H  0.9208  0.0102  -8.1008
C  -4.7709  1.1690  -5.6395
O  -5.2141  2.2845  -4.8803
C  -4.8091  3.5537  -5.3781
C  -3.3018  3.7181  -5.7329
N  -2.3820  3.5033  -4.6714
C  -0.9731  3.5086  -4.9055
C  -0.1965  3.2985  -3.6329
O  -0.5689  4.4037  -2.7819
C  -0.0301  4.2673  -1.4162
H  -5.2777  1.1856  -6.6044
H  -5.0675  0.2659  -5.1061
H  -3.7057  1.0460  -5.8353
H  -5.1082  4.2435  -4.5890
H  -5.2918  3.9404  -6.2756
H  -3.2350  4.7818  -5.9614
H  -3.0809  3.0840  -6.5915
H  -2.5785  4.1175  -3.8941
H  -0.6756  4.4245  -5.4160
H  -0.7353  2.7776  -5.6783
H  0.8471  3.2717  -3.9465
H  -0.4304  2.4241  -3.0257
H  -0.4799  5.0886  -0.8584
H  1.0566  4.2880  -1.4990
H  -0.2871  3.3583  -0.8723
C  9.9220  0.9634  -8.6266
O  9.6714  1.9910  -7.7135
C  8.4689  1.8285  -6.9467
C  8.6561  2.8343  -5.7577
N  8.8400  4.2614  -6.1778
C  7.6523  4.8663  -6.7979
C  6.6336  5.0038  -5.6073
O  5.8911  3.7485  -5.5036
C  4.8770  3.7623  -4.5813
H  10.6747  1.3155  -9.3321
H  9.0378  0.6167  -9.1614
H  10.3546  0.0742  -8.1681
H  8.3706  0.8317  -6.5169
H  7.5126  2.1037  -7.3915
H  9.6128  2.7255  -5.2468
H  7.8402  2.7517  -5.0396
H  9.5665  4.1741  -6.8739
H  7.3221  4.3339  -7.6899
H  7.9872  5.7922  -7.2655
H  6.0084  5.8752  -5.8019
H  7.1101  5.1601  -4.6394
H  5.4259  3.6084  -3.6523
H  4.0982  3.0217  -4.7633
H  4.2952  4.6840  -4.5861
C  3.4358  -6.2153  -6.1752
O  3.4601  -5.7415  -4.7694
C  4.6339  -5.0448  -4.4229
C  4.8082  -4.7593  -2.8597
N  3.9982  -3.5818  -2.5704
C  4.1439  -3.0196  -1.2416
C  3.8649  -4.0666  -0.1373
O  3.6850  -3.5846  1.1971
C  4.9019  -2.9398  1.7085
H  4.2204  -6.9441  -6.3785
H  3.4964  -5.4763  -6.9741
H  2.5236  -6.7509  -6.4381
H  4.6645  -4.1015  -4.9682
H  5.4990  -5.5625  -4.8373
H  5.8299  -4.5272  -2.5589
H  4.3639  -5.5971  -2.3224
H  3.0229  -3.7359  -2.7828
H  3.4139  -2.2218  -1.1051
H  5.1504  -2.6223  -1.1101
H  4.6039  -4.8457  0.0497
H  2.9545  -4.6155  -0.3782
H  5.7527  -3.6207  1.7337
H  4.7803  -2.5316  2.7118
H  5.3120  -2.1471  1.0827
C  2.0203  5.9907  0.8451
O  2.4476  4.8526  1.5126
C  2.2754  4.9158  2.8848
C  3.1169  3.7968  3.6081
N  3.1972  3.9799  5.0926
C  1.9794  3.8396  5.8404
C  1.2086  2.5364  5.7160
O  2.0989  1.4322  5.8495
C  1.5183  0.1011  5.8357
H  2.4642  5.9593  -0.1499
H  2.4613  6.9087  1.2337
H  0.9370  6.0982  0.7910
H  1.2012  4.7725  3.0023
H  2.4486  5.9145  3.2857
H  4.1402  3.7920  3.2326
H  2.6220  2.8643  3.3366
H  3.7499  3.2177  5.4583
H  1.3983  4.7308  5.6030
H  2.2898  3.9668  6.8775
H  0.7354  2.4517  4.7378
H  0.4319  2.4476  6.4756
H  2.3259  -0.5969  5.6151
H  0.7628  0.0092  5.0554
H  1.1516  -0.2161  6.8119
C  1.9605  0.7789  1.9122
C  0.7357  0.5005  0.9761
C  1.3616  0.6984  -0.4578
C  0.4989  0.0476  -1.5370
C  0.4768  -1.4517  -1.1816
C  -0.2512  -1.8063  0.1586
N  0.3337  -0.8960  1.1885
O  -0.0581  -1.2474  2.4607
C  -1.7429  -1.6742  0.0215
C  0.0625  -3.2908  0.4425
C  -0.3994  1.5051  1.3216
H  1.7313  0.8675  2.9741
H  2.4731  1.6878  1.5971
H  2.6556  -0.0607  1.9237
H  1.4680  1.7545  -0.7059
H  2.3769  0.3047  -0.5063
H  0.8731  0.4064  -2.4958
H  -0.4825  0.5193  -1.4874
H  1.4831  -1.8388  -1.3414
H  -0.0352  -1.9058  -2.0300
H  -2.3052  -2.5315  -0.3485
H  -2.2571  -1.4486  0.9558
H  -2.0708  -0.8342  -0.5908
H  -0.1560  -3.8818  -0.4469
H  1.1065  -3.3194  0.7545
H  -0.5209  -3.7179  1.2582
H  0.0324  2.4876  1.5124
H  -0.8615  1.2597  2.2778
H  -1.1119  1.6463  0.5088
H  0.7717  -1.5589  2.8293
C  8.7880  3.2810  2.7291
C  7.5136  2.8274  2.0534
C  6.6712  4.1379  1.7499
C  5.5056  4.1246  0.7516
C  6.0017  3.3626  -0.5458
C  6.7129  1.9845  -0.2647
N  7.7840  2.2269  0.7173
O  8.6449  1.1527  0.7633
C  5.5831  0.9900  0.1787
C  7.3323  1.5570  -1.6476
C  6.7092  2.0086  3.0849
H  8.4970  4.0365  3.4589
H  9.4173  3.8140  2.0164
H  9.3804  2.4893  3.1876
H  6.3858  4.5459  2.7196
H  7.2642  4.9218  1.2787
H  5.1703  5.1079  0.4217
H  4.5884  3.6730  1.1296
H  6.7749  3.8416  -1.1465
H  5.1085  3.3717  -1.1705
H  4.9956  1.4324  0.9832
H  4.9288  0.8041  -0.6731
H  6.0035  0.0205  0.4460
H  8.2027  2.2009  -1.7736
H  7.7059  0.5347  -1.7054
H  6.5790  1.7049  -2.4215
H  5.6364  1.9489  2.9018
H  6.6854  2.6447  3.9698
H  7.0110  1.0016  3.3729
H  9.4786  1.4293  0.3760
C  -7.6471  0.6957  -2.9056
C  -7.1383  1.2458  -1.5542
C  -6.7989  -0.0360  -0.7833
C  -5.8300  0.1450  0.4063
C  -4.6084  0.9478  -0.0568
C  -4.9940  2.3434  -0.6949
N  -5.9068  2.0320  -1.7997
O  -6.1490  3.1853  -2.6021
C  -5.6607  3.2516  0.3347
C  -3.7312  2.9698  -1.3449
C  -8.2315  2.0980  -0.8813
H  -7.7580  1.3575  -3.7646
H  -8.6486  0.2754  -2.8132
H  -6.9501  -0.0232  -3.3361
H  -7.6719  -0.4011  -0.2424
H  -6.4377  -0.8695  -1.3857
H  -5.5815  -0.8510  0.7727
H  -6.3913  0.6786  1.1733
H  -4.1329  0.3498  -0.8342
H  -3.8427  1.0657  0.7099
H  -6.1223  4.0901  -0.1867
H  -6.3637  2.8762  1.0783
H  -4.9197  3.7349  0.9715
H  -2.8714  3.0841  -0.6847
H  -3.3887  2.4463  -2.2375
H  -3.9765  3.9798  -1.6730
H  -8.4822  1.6859  0.0962
H  -9.1754  2.0832  -1.4263
H  -7.9503  3.1487  -0.8113
H  -5.8003  2.8607  -3.4356
C  -2.7040  5.0661  3.9106
C  -2.8969  3.9506  4.9538
C  -2.2008  4.5442  6.2483
C  -3.0473  5.6018  7.0347
C  -4.5247  5.1228  7.2381
C  -5.2261  4.6143  5.9292
N  -4.2726  3.5914  5.3402
O  -4.8700  2.9586  4.2713
C  -6.4471  3.8432  6.4645
C  -5.6540  5.8485  5.1020
C  -2.1321  2.7101  4.5824
H  -3.2381  4.7177  3.0265
H  -1.6523  5.2404  3.6834
H  -3.0981  6.0623  4.1116
H  -1.8659  3.7614  6.9289
H  -1.3395  5.1440  5.9543
H  -2.9826  6.5853  6.5692
H  -2.6464  5.7657  8.0350
H  -5.0489  6.0288  7.5421
H  -4.5445  4.4580  8.1017
H  -6.9482  3.4298  5.5892
H  -6.2728  3.1102  7.2522
H  -7.1157  4.5447  6.9636
H  -6.5178  6.3937  5.4822
H  -4.8268  6.5576  5.1334
H  -5.7134  5.5080  4.0682
H  -1.2211  2.8038  3.9913
H  -2.6444  2.0656  3.8681
H  -1.9254  2.0153  5.3965
H  -4.7808  2.0252  4.4775
C  -6.4956  -7.9837  2.1397
C  -5.3763  -7.1411  1.4759
C  -5.7304  -5.6418  1.7289
C  -4.5128  -4.6515  1.4271
C  -3.2329  -5.1156  2.1311
C  -2.8697  -6.6076  1.8728
N  -4.0515  -7.5131  2.0885
O  -3.7523  -8.8729  1.8949
C  -2.2115  -6.7783  0.4042
C  -1.7545  -6.9088  2.9060
C  -5.4065  -7.4406  -0.0865
H  -7.5181  -7.6693  1.9303
H  -6.4990  -7.8524  3.2218
H  -6.3425  -9.0577  2.0334
H  -6.5225  -5.3097  1.0578
H  -6.0867  -5.4761  2.7456
H  -4.7782  -3.6406  1.7366
H  -4.3554  -4.4873  0.3611
H  -3.5103  -4.9389  3.1703
H  -2.4413  -4.3969  1.9195
H  -2.3672  -7.7734  -0.0124
H  -2.6210  -6.0013  -0.2414
H  -1.1261  -6.6845  0.3692
H  -1.3358  -7.9096  2.8002
H  -0.9099  -6.2220  2.9622
H  -2.0936  -6.9071  3.9418
H  -5.2912  -8.5062  -0.2852
H  -4.6970  -6.8505  -0.6667
H  -6.3736  -7.0358  -0.3846
H  -3.9598  -9.2362  2.7589

Force components x, y, z for each atom (eV/Å):
C -0.50 -0.25 -1.18
C 0.74 0.42 -1.03
C -1.37 -0.37 0.45
O 0.66 0.50 1.74
H 0.02 -0.13 0.28
H -0.39 0.11 0.05
H 0.26 0.04 0.28
H -0.46 -0.49 0.17
H 0.21 -0.11 0.11
H 0.43 0.42 -0.06
H 0.11 0.04 -0.19
H -0.09 -0.39 -0.65
C -1.10 1.31 -0.59
C -0.49 -2.35 -1.93
C -0.32 2.20 -0.12
O 0.52 -0.18 2.53
H 0.38 -0.30 0.08
H 0.24 -0.02 -0.45
H 0.10 0.14 0.15
H 0.20 0.47 -0.25
H 0.36 -0.46 0.46
H 0.09 0.00 0.43
H 0.11 -0.07 -0.40
H -0.09 -0.60 0.27
C 0.52 -0.63 -0.96
C -0.95 0.36 0.86
C 0.73 0.96 0.28
O 0.99 0.62 -0.56
H 0.08 -0.05 0.63
H -0.01 -0.06 0.06
H 0.00 -0.15 -0.03
H 0.14 -0.22 -0.08
H 0.03 -0.02 -0.16
H -0.13 -0.37 0.17
H -0.43 -0.33 -0.17
H -0.52 -0.41 0.10
C -1.19 1.07 0.94
C 0.89 -2.65 0.49
C 0.37 0.70 -0.78
O -0.16 1.71 0.07
H 0.30 0.05 -0.15
H 0.35 -0.19 0.14
H -0.11 -0.01 0.12
H -0.15 0.33 -0.18
H -0.59 -0.10 0.27
H 0.18 -0.58 -0.11
H -0.08 0.08 -0.17
H -0.13 -0.39 -0.50
C -0.23 0.38 0.48
O 1.52 0.40 -1.77
C 0.10 -0.54 -0.07
C -0.56 -2.91 0.71
N 1.35 3.32 -0.34
C -0.65 -1.28 -0.57
C 0.28 1.08 -0.74
O -0.50 0.87 1.63
C 0.23 0.12 -1.69
H -0.50 0.62 0.15
H -0.77 -0.38 0.28
H 0.19 0.09 0.03
H 0.02 -0.15 0.48
H -0.36 -0.38 0.01
H -0.92 0.35 -0.23
H 0.67 0.17 0.74
H 0.73 -0.36 0.19
H 0.05 -0.40 -0.46
H -0.65 0.01 0.29
H -0.04 0.02 -0.67
H -0.23 -0.66 0.30
H -0.30 -0.15 0.36
H 0.30 0.36 -0.43
H 0.39 -0.38 1.12
C -0.51 -1.86 -0.82
O -0.53 2.06 0.28
C 0.71 2.16 -0.85
C 1.72 -0.28 -0.95
N -1.26 -0.85 -0.03
C -0.07 0.05 0.68
C 0.73 -1.16 0.85
O -1.17 0.07 0.70
C 1.24 0.66 -0.28
H -0.21 -0.29 0.22
H 0.24 0.00 0.17
H -0.28 -0.43 0.58
H 0.13 0.31 0.18
H -0.41 -1.24 -0.52
H -0.08 0.47 0.67
H -0.02 -0.18 0.67
H -0.01 -0.09 -0.14
H 0.63 -0.13 -0.13
H -0.24 0.39 -0.18
H 0.12 0.67 -0.03
H -0.53 -0.65 -0.01
H -0.05 0.29 -0.64
H 0.14 0.27 -0.27
H -0.15 -0.39 -0.09
C -0.68 -0.39 -0.20
O 0.79 0.22 -0.89
C 1.29 0.26 0.36
C -0.73 0.56 0.48
N -0.57 -1.29 1.68
C -0.48 -0.37 -1.18
C -0.57 0.95 0.34
O 0.93 -0.64 1.25
C -0.49 0.42 -1.59
H -0.11 -0.10 -0.24
H -0.12 0.19 0.01
H 0.04 0.64 0.47
H 0.27 0.18 0.08
H -0.68 -0.69 -0.31
H -0.14 0.31 -1.11
H 0.23 0.17 -0.12
H -0.14 0.01 0.10
H 0.49 0.74 0.34
H 0.11 -0.52 0.37
H 0.48 0.24 0.53
H -0.15 -0.58 -0.65
H 0.45 0.12 -0.07
H 0.09 0.36 0.34
H -0.37 -0.40 -0.47
C 0.39 -0.41 -0.41
O -1.19 -0.09 0.03
C 1.02 1.37 2.10
C 0.47 0.71 -0.37
N -0.40 -1.02 -0.58
C 0.68 -0.24 1.55
C -0.35 -0.83 -1.46
O 0.74 1.05 -2.64
C -0.30 0.39 1.07
H -0.16 0.13 -0.12
H -0.21 0.27 -0.16
H 0.02 -0.13 0.45
H 0.17 -0.28 -0.17
H 0.20 -0.11 -0.91
H -0.09 -1.04 0.09
H 0.12 -0.05 -0.13
H 0.30 0.35 -0.19
H -0.86 -0.55 0.32
H -0.25 0.58 0.69
H -0.67 -0.19 0.06
H 0.54 0.12 -0.17
H -0.97 0.01 0.90
H 0.52 -0.60 -0.11
H 0.24 0.51 0.21
C 0.12 -0.24 0.65
O -0.59 -0.95 -1.57
C 1.55 0.45 0.33
C -1.94 0.23 -1.81
N 0.48 0.99 -0.14
C 0.01 -0.93 0.91
C -0.16 -0.59 0.74
O 1.34 1.93 0.56
C 0.12 -0.39 -0.65
H 0.38 0.10 0.43
H 0.27 0.81 0.56
H -0.34 0.12 0.93
H -0.20 0.45 0.24
H 0.23 -0.52 0.31
H 0.09 -0.42 -0.28
H 0.63 -0.58 0.12
H -0.20 -0.05 0.06
H 0.20 0.15 -0.06
H 0.04 0.21 -0.17
H 0.64 -0.07 -1.00
H -0.29 0.19 -0.06
H -0.18 -0.69 0.17
H -0.55 -0.19 -0.08
H -0.72 0.34 -0.24
C 0.64 0.60 -0.83
O 1.03 -0.40 -0.71
C -0.31 -0.67 1.33
C -1.11 0.96 0.49
N 0.36 -0.52 -1.30
C -0.08 0.76 0.42
C -0.26 -0.50 -0.45
O -0.19 -0.98 0.18
C 0.62 0.74 -0.12
H -0.43 -0.30 -0.28
H -0.11 0.15 0.64
H -0.16 -0.07 0.05
H -0.40 -0.34 0.82
H 0.60 0.18 0.06
H -0.13 0.09 -0.04
H 0.23 -0.23 -0.01
H 0.93 0.32 -0.40
H -0.80 -0.31 0.10
H -0.14 -0.06 0.21
H -0.16 0.05 -0.17
H -0.18 0.24 0.11
H 0.08 0.15 -0.25
H -0.16 0.05 0.04
H -0.39 0.41 0.12
C -0.45 -0.31 0.30
C 0.98 0.35 0.60
C -1.15 0.03 0.17
C 0.40 0.48 1.55
C -0.92 0.59 -1.78
C 1.14 0.44 -0.49
N 0.70 -1.12 -2.55
O -0.59 0.68 0.77
C -1.72 1.00 0.04
C 0.37 0.77 0.54
C 0.89 0.20 -0.18
H -0.52 0.32 0.09
H -0.01 -0.02 -0.05
H 0.14 -0.10 -0.60
H -0.09 0.30 0.51
H 0.00 -0.31 0.22
H 0.25 -0.95 -0.37
H -0.45 -0.26 0.11
H 0.15 -0.08 0.86
H -0.58 -0.60 0.16
H 0.46 -0.41 -0.30
H 0.40 -0.12 0.54
H 0.29 0.16 -0.32
H 0.28 -0.01 -0.10
H 0.11 -0.38 -0.31
H -0.14 0.24 0.11
H 0.25 0.25 -0.18
H -0.29 -0.45 -0.24
H -0.30 -0.33 0.13
H 0.25 -0.65 0.54
C 0.40 0.52 -0.46
C -1.57 0.04 -1.28
C -0.02 0.61 -0.12
C 0.94 -1.71 -0.92
C 0.17 0.13 1.08
C -1.95 -0.18 -0.47
N -0.42 1.68 -0.41
O 0.35 -1.59 0.72
C 0.89 0.24 -0.45
C 0.02 0.24 1.36
C -0.83 0.48 0.35
H 0.16 -0.22 0.34
H 0.11 -0.08 -0.16
H -0.22 -0.05 0.05
H -0.21 0.01 0.12
H 0.97 -0.22 0.34
H 0.37 0.30 0.35
H 0.14 -0.36 -0.07
H -0.05 1.03 0.37
H 0.08 -0.99 -0.34
H 0.05 -0.31 0.01
H -0.10 0.10 -0.10
H 0.02 0.01 0.35
H -0.06 0.19 -0.45
H -0.26 -0.09 0.27
H 0.13 0.05 -0.07
H -0.04 -0.11 -0.63
H 0.35 -0.22 0.43
H 0.59 0.14 -0.31
H 0.01 0.31 -0.08
C -0.06 0.28 -0.96
C 0.00 0.24 -1.18
C 0.39 -0.07 1.89
C 0.00 0.86 -0.83
C -0.34 0.24 -0.39
C 0.14 -1.50 0.32
N 0.48 -1.20 -0.56
O -0.65 -0.19 1.28
C 0.81 1.41 0.49
C -0.43 0.55 0.23
C -0.47 -0.13 0.11
H 0.05 0.95 0.46
H 0.12 -0.43 0.32
H 0.01 -0.43 0.41
H -0.60 -0.10 -0.62
H 0.05 0.32 -0.44
H 0.18 0.09 0.22
H 0.23 -0.02 0.34
H 0.15 0.06 -0.31
H -0.12 0.27 0.29
H -0.18 -0.03 -0.08
H -0.14 -0.62 -0.53
H 0.46 -0.05 0.02
H -0.13 -0.25 0.42
H -0.25 -0.34 0.06
H -0.04 0.09 -0.03
H 0.16 0.27 0.29
H 0.04 -0.12 -0.25
H 0.03 -0.24 0.11
H 0.04 -0.21 -0.43
C -0.78 -0.47 -1.07
C 1.24 2.33 2.34
C -0.68 0.97 0.41
C -0.77 -1.32 -0.19
C 1.12 1.38 -0.81
C 0.99 -0.68 2.70
N 0.15 1.19 1.04
O -0.97 -0.32 -1.36
C -0.37 0.51 -0.76
C 1.41 -0.76 -0.40
C 0.00 -1.68 -1.21
H 0.22 0.18 -0.49
H 0.07 -0.42 -0.09
H -0.21 -0.26 0.59
H -0.14 -0.15 -0.02
H 0.44 -0.55 -0.28
H -0.22 -0.07 -0.35
H 0.31 -0.16 0.00
H -0.41 -0.04 0.17
H -0.17 -0.48 -0.39
H -0.34 -0.32 0.30
H 0.58 -0.32 -0.46
H -0.14 0.28 -0.29
H -0.21 -0.53 -0.12
H -0.02 0.12 -0.07
H -0.63 0.34 -0.14
H 0.31 0.94 0.49
H -0.75 0.18 -0.05
H 0.00 0.37 0.41
H -0.10 -0.43 -0.01
C 0.52 0.01 0.97
C 0.10 -0.31 -1.06
C 1.98 0.79 -0.75
C -0.72 -0.74 -0.04
C -1.78 -0.01 -0.16
C 1.55 -0.05 -0.76
N -0.56 2.38 0.89
O 0.14 0.18 -0.44
C -0.55 0.20 0.94
C -0.18 -1.00 0.72
C -0.38 0.93 1.24
H 0.13 -0.11 -0.88
H 0.54 0.27 0.28
H -0.24 0.03 -0.57
H -0.24 -0.41 0.01
H 0.19 -0.15 0.14
H -0.08 0.01 0.45
H -0.06 -0.59 -0.36
H 0.47 -0.53 0.47
H 0.38 -0.48 -0.20
H -0.51 0.04 0.08
H -0.06 -0.19 -0.27
H 0.08 0.38 0.53
H 0.05 -0.09 -0.40
H -0.18 0.30 -0.82
H -0.68 0.11 0.03
H -0.11 0.15 -0.06
H 0.31 -0.16 0.26
H -0.26 -0.58 -0.35
H 0.13 -0.23 0.07

The value obtained for the LUMO energy is 0.45 eV. The calculation puts the orbital gap at 8.169 eV. The value obtained for the largest force on an atom is 0.0699 Eh/bohr.